1.
Density functional theory data (wB97M-V/def2-TZVPD) for a cluster of 2 separate species, C5H11NO in total.

Geometry (Å):
C (-0.68132, 2.00840, -0.68697)
C (-0.79753, 2.31491, 0.78989)
N (0.39060, 2.50666, 1.43213)
O (-1.86101, 2.37108, 1.37084)
H (0.02009, 2.69423, -1.16195)
H (-1.65925, 2.14163, -1.13738)
H (-0.32175, 0.99282, -0.85090)
H (1.25376, 2.49478, 0.92297)
H (0.37306, 2.69085, 2.41946)
C (0.68869, -1.52400, 0.79638)
C (-0.10791, -2.09385, -0.09608)
C (0.37833, -2.84828, -1.29418)
H (0.24419, -0.98026, 1.61993)
H (1.76434, -1.62148, 0.74728)
H (-1.18453, -2.02403, 0.00643)
H (0.09369, -2.33917, -2.22029)
H (1.46300, -2.93669, -1.30747)
H (-0.05644, -3.84759, -1.35009)

The LUMO energy is 0.8 eV. The energy is -327.09991 Ha. The frontier orbital gap comes out at 10.6 eV. The SMILES is CC(N)=O.C=CC. The energy above the lowest of the compared OMol25 structures with the same formula, charge and spin comes out at 19.73 kcal per mole.

2.
Density functional theory data (wB97M-V/def2-TZVPD) for a structure of composition C24H29F6MoN7O2Sb.

Geometry (Å):
Mo (0.21801, -1.56850, 0.75173)
C (4.74395, -1.60700, -0.96975)
C (3.28022, -1.16313, -0.74076)
N (2.67460, -1.90972, 0.39252)
C (2.94045, -3.36524, 0.15830)
C (4.44273, -3.67494, 0.31451)
N (5.18342, -2.37146, 0.24323)
C (4.89887, -1.56507, 1.47682)
C (3.36583, -1.49652, 1.65191)
H (5.40797, -0.75611, -1.10225)
H (4.84972, -2.26027, -1.83318)
H (2.70233, -1.35393, -1.64316)
H (3.23095, -0.09991, -0.51239)
H (2.59418, -3.61113, -0.84527)
H (2.38356, -3.96864, 0.86636)
H (4.80095, -4.32978, -0.47675)
H (4.67493, -4.13689, 1.27177)
H (6.18764, -2.55540, 0.18442)
H (5.35018, -0.58402, 1.34327)
H (5.37652, -2.04647, 2.32730)
H (3.07438, -0.47876, 1.90554)
H (3.03422, -2.14878, 2.45497)
O (-1.49916, -0.90492, 0.10777)
C (-2.21114, -1.98347, 0.50311)
O (-1.40250, -2.88514, 0.91308)
C (-3.60911, -2.07321, 0.48029)
C (-4.40439, -0.92980, 0.25608)
C (-5.76989, -1.05627, 0.26585)
C (-6.34953, -2.31090, 0.48898)
C (-5.56684, -3.44520, 0.70425)
C (-4.19767, -3.33207, 0.72489)
H (-3.93638, 0.03789, 0.13065)
H (-6.40264, -0.19375, 0.10983)
H (-7.42854, -2.40074, 0.49986)
H (-6.03635, -4.40789, 0.84910)
H (-3.57377, -4.19321, 0.92389)
F (0.84855, -2.83510, 1.86640)
Sb (-0.13092, -2.15324, 4.34571)
F (-1.08265, -3.67630, 4.01211)
F (1.40779, -3.13163, 4.56904)
F (-0.44050, -1.28683, 5.90786)
F (1.00764, -0.89211, 3.45926)
F (-1.33378, -1.27170, 3.19730)
C (0.35962, 0.44672, -2.31115)
C (0.51841, 1.07546, -0.97194)
N (0.66276, 0.42119, 0.19221)
C (0.79523, 1.38356, 1.20261)
C (0.79015, 2.59928, 0.63341)
N (0.62152, 2.39395, -0.73236)
C (0.71518, 3.48222, -1.71149)
N (-0.29962, 4.51669, -1.60434)
N (0.18766, 5.74037, -1.14688)
N (-0.71928, 6.61499, -1.24364)
C (-1.83624, 6.00251, -1.77993)
C (-3.05106, 6.55296, -2.13831)
C (-4.05354, 5.67060, -2.68801)
C (-3.79975, 4.32532, -2.88236)
C (-2.56907, 3.77191, -2.52244)
C (-1.57036, 4.65164, -2.00730)
H (0.13499, -0.61239, -2.20774)
H (1.26997, 0.54974, -2.90574)
H (-0.45296, 0.89667, -2.88131)
H (0.90625, 1.12047, 2.24340)
H (0.90706, 3.58240, 1.06222)
H (0.76495, 3.08278, -2.72056)
H (1.64027, 4.01629, -1.50210)
H (-3.22127, 7.62156, -2.05761)
H (-5.02214, 6.07518, -2.95524)
H (-4.56985, 3.69207, -3.29987)
H (-2.41274, 2.70310, -2.59796)

The LUMO energy (spin up / spin down) is -13.6 / -13.9 eV. As for the total charge: +4. The energy is -2371.92308 Ha. The frontier orbital gap (spin up / spin down) comes out at 5.4 / 5.1 eV. The spin multiplicity is 4.

3.
Density functional theory data (wB97M-V/def2-TZVPD) for a cluster of 3 separate species, C3H12NO3S in total.

Geometry (Å):
O (-1.92418, 2.37592, 0.55125)
C (-0.72101, 2.41343, 0.48046)
C (-0.08152, 1.44736, -0.52772)
C (1.32941, 0.86298, -0.29446)
S (2.19448, 1.55182, 1.20516)
N (-1.07844, 0.37298, -0.76021)
H (-0.07250, 3.01471, 1.12161)
H (0.05291, 1.97024, -1.47052)
H (2.00768, 0.92312, -1.12707)
H (1.13379, -0.08736, 0.20523)
H (2.15607, 0.48188, 1.98754)
H (-1.92970, 0.88186, -0.48718)
H (-0.99622, -0.46018, -0.17970)
H (-1.10584, 0.03147, -1.70951)
H (-0.76743, -2.68703, -2.20616)
H (-0.36088, -3.45569, -0.78841)
O (-0.68977, -2.68837, -1.25387)
H (0.83387, -2.72718, 1.35327)
H (0.01864, -1.96140, 2.40973)
O (0.00065, -2.26057, 1.49055)

The LUMO energy is -3.7 eV. As for the total charge: +1. The energy is -799.88389 Ha. The frontier orbital gap comes out at 9.5 eV. The energy above the lowest of the compared OMol25 structures with the same formula, charge and spin comes out at 19.76 kcal per mole.

4.
Density functional theory data (wB97M-V/def2-TZVPD) for a cluster of 3 separate species, C2H10NO3 in total.

Geometry (Å):
O (2.42942, -0.02780, -0.16517)
C (1.89656, 1.05991, -0.29327)
C (0.33407, 1.24978, 0.01386)
N (-0.10697, -0.05630, 0.61779)
H (2.38336, 1.94719, -0.77003)
H (0.23128, 2.03548, 0.74713)
H (-0.21402, 1.53345, -0.91786)
H (-1.17368, -0.24054, 0.54682)
H (0.38880, -0.87433, 0.15600)
H (0.15248, -0.00543, 1.63672)
H (1.41723, -2.25411, -1.46070)
H (1.27024, -3.00331, -0.18228)
O (0.86422, -2.24809, -0.64149)
H (-3.58684, -0.43442, 0.12188)
H (-3.38473, 1.02904, 0.47406)
O (-2.90143, 0.28947, 0.11654)

The LUMO energy is -3.1 eV. As for the total charge: +1. The energy is -362.42765 Ha. The frontier orbital gap comes out at 11.3 eV. The energy above the lowest of the compared OMol25 structures with the same formula, charge and spin comes out at 10.79 kcal per mole.

Number 1: M 101.149 g mol⁻¹. Number 2: M 779.231 g mol⁻¹. Number 3: M 142.200 g mol⁻¹. Number 4: M 96.106 g mol⁻¹.